Entry 1:
{
  "formula": "C8H10",
  "method": "the ωB97M-V functional and the def2-TZVPD basis",
  "spin_multiplicity": 1,
  "lumo_ev": 0.785,
  "total_charge": 0,
  "relative_energy_kcal_mol": 139.0,
  "e_tot_ev": -8452.242,
  "e_homo_ev": -8.1764,
  "homo_lumo_gap_ev": 8.96,
  "smiles": "C1=C[C@@H]2CCCC2=C1",
  "species": ["C", "C", "C", "C", "C", "C", "C", "C", "H", "H", "H", "H", "H", "H", "H", "H", "H", "H"],
  "positions_angstrom": [[-1.54826, 0.23206, -1.71127], [-1.03798, 1.40447, -1.21436], [-0.14331, 0.89787, -0.10910], [1.39927, 0.73546, -0.03206], [1.36266, -0.13573, 1.19419], [0.11776, -1.17165, 1.12159], [-0.54890, -0.48659, -0.01424], [-1.31417, -0.98642, -0.92227], [-1.87741, -0.31803, -2.70365], [-1.02696, 2.39650, -1.42288], [-0.48810, 1.30412, 0.97157], [1.71270, 1.67584, 0.15917], [1.66509, 0.26311, -0.97048], [1.07902, 0.46769, 2.14784], [2.35551, -0.63038, 1.66138], [0.53241, -2.37344, 1.31745], [-0.78793, -1.23422, 2.04327], [-1.45141, -2.04066, -1.51617]],
  "atomic_forces_ev_per_a": [[-1.1504, -1.4793, -3.7777], [1.1419, -4.4236, 0.2642], [-2.9709, 1.4551, 2.9141], [-3.2751, -2.1688, -0.3038], [1.4401, -1.8294, 5.7305], [0.7029, -2.0815, 3.1535], [1.6316, -4.4094, 3.5306], [-0.7708, -0.8314, -4.1207], [-0.4095, 3.1750, 0.9945], [-0.3695, 2.5019, -1.4406], [0.7824, -0.1560, -2.2336], [2.0598, 2.7660, 0.2506], [0.7685, 0.0342, 0.0237], [0.6024, -0.2340, -1.8184], [-1.9616, 0.8730, -1.8188], [-1.3289, 3.3096, -1.8145], [2.9598, 0.9100, -2.0823], [0.1473, 2.5885, 2.5488]]
}


Entry 2:
{
  "formula": "C8H10",
  "method": "the ωB97M-V functional and the def2-TZVPD basis",
  "spin_multiplicity": 1,
  "lumo_ev": 0.850,
  "total_charge": 0,
  "relative_energy_kcal_mol": 104.9,
  "e_tot_ev": -8453.721,
  "e_homo_ev": -8.0258,
  "homo_lumo_gap_ev": 8.88,
  "smiles": "c1ccccc1.C=C",
  "species": ["C", "C", "C", "C", "C", "C", "H", "H", "H", "H", "H", "H", "C", "C", "H", "H", "H", "H"],
  "positions_angstrom": [[-0.97831, -0.96514, 1.51693], [-1.79843, 0.17886, 1.58851], [-1.79338, 1.12229, 0.51319], [-1.20624, 0.76756, -0.71386], [-0.25300, -0.29535, -0.76907], [-0.19734, -1.15569, 0.36034], [-0.93098, -1.84366, 2.16525], [-2.25924, 0.39259, 2.39706], [-2.30404, 2.09476, 0.73092], [-1.42980, 1.15276, -1.59169], [0.34774, -0.53206, -1.66996], [0.38964, -2.10322, 0.09588], [1.64821, 0.65472, -0.53943], [2.48684, -0.24999, -1.01384], [0.76335, 0.95380, -1.08417], [1.81740, 1.11704, 0.44241], [2.33505, -0.71696, -1.97831], [3.36254, -0.57232, -0.45016]],
  "atomic_forces_ev_per_a": [[0.2656, -0.3643, -1.8860], [4.5851, -0.9443, -5.6718], [-0.4329, -0.9212, 0.6772], [1.1564, -2.8128, 4.0842], [-3.9318, -1.7387, 1.2355], [0.2408, -0.9145, -1.7615], [-0.4389, 0.7917, 0.4925], [-3.2609, 1.4364, 5.4669], [0.1958, -1.0856, -0.8080], [-0.9403, 2.7737, -3.7762], [-1.7271, -0.4197, 0.4740], [-0.6778, 1.3562, 1.2619], [2.3334, 1.5027, 0.4908], [0.9715, 0.1530, 0.1424], [2.0799, 1.3842, 0.2303], [-0.1981, -0.1517, -0.4033], [0.0223, -0.0744, -0.1018], [-0.2429, 0.0293, -0.1470]]
}


Entry 3:
{
  "formula": "C8H10",
  "method": "the ωB97M-V functional and the def2-TZVPD basis",
  "spin_multiplicity": 1,
  "lumo_ev": 0.510,
  "total_charge": 0,
  "relative_energy_kcal_mol": 65.4,
  "e_tot_ev": -8455.432,
  "e_homo_ev": -8.7184,
  "homo_lumo_gap_ev": 9.23,
  "smiles": "CCc1ccccc1",
  "species": ["C", "C", "C", "C", "C", "C", "C", "C", "H", "H", "H", "H", "H", "H", "H", "H", "H", "H"],
  "positions_angstrom": [[1.97134, 1.39709, -1.74576], [1.89881, 0.51698, -0.40160], [0.50739, -0.07750, -0.00393], [0.19652, 0.14289, 1.45501], [-1.29821, 0.05908, 1.68961], [-2.15140, -0.65405, 0.80696], [-1.56062, -1.18813, -0.41027], [-0.29999, -0.68560, -0.90654], [3.01629, 1.53623, -2.04472], [1.44919, 2.31049, -1.32139], [1.41166, 0.95212, -2.55291], [2.10651, 0.96906, 0.56162], [2.54186, -0.31386, -0.66175], [0.74814, 0.91867, 2.02629], [-1.65362, 0.77497, 2.50085], [-3.10884, -0.93364, 1.23455], [-1.98852, -2.21891, -0.71498], [-0.10574, -1.05972, -1.92844]],
  "atomic_forces_ev_per_a": [[-1.0295, 0.6970, 3.4649], [-1.1912, -1.3253, -1.4263], [2.3575, 2.0083, 2.4584], [-4.9643, 0.8612, -3.7560], [3.1892, 1.3841, -0.1449], [2.6352, -0.4470, -0.2590], [-0.6889, -0.8336, 2.1427], [-3.1627, -2.5942, 0.3940], [-0.3716, 0.2972, 0.1997], [0.8273, -0.3696, -1.5795], [-0.2546, -0.1446, -0.1013], [1.3438, 0.6593, -0.6235], [0.4461, -0.4126, 0.7592], [-0.1493, -1.0591, -0.3156], [0.1158, -1.6950, -0.7231], [-0.1426, -0.0546, -0.6838], [0.3491, 2.2846, -0.5026], [0.6908, 0.7440, 0.6967]]
}


Entry 4:
{
  "formula": "C8H10BF4NV",
  "method": "the ωB97M-V functional and the def2-TZVPD basis",
  "spin_multiplicity": 3,
  "lumo_ev": [3.106, 3.017],
  "total_charge": -1,
  "e_tot_ev": -47185.777,
  "e_homo_ev": [-3.6061, -4.5223],
  "homo_lumo_gap_ev": [6.71, 7.54],
  "species": ["C", "C", "C", "C", "C", "V", "C", "C", "C", "N", "H", "H", "H", "H", "H", "H", "H", "H", "H", "H", "F", "B", "F", "F", "F"],
  "positions_angstrom": [[0.28273, -0.19142, -2.02202], [0.61556, -1.33975, -1.25844], [1.85384, -1.11722, -0.60177], [2.35800, 0.16714, -1.00286], [1.39554, 0.70880, -1.94370], [0.59112, 0.60309, -0.05153], [-2.10299, -1.60968, 0.37414], [-3.28372, -1.04122, 0.06254], [-3.92407, 0.06815, -0.30149], [0.40377, 2.32230, -0.23937], [2.34187, -1.83714, 0.04992], [0.06879, -2.27939, -1.27863], [3.23563, 0.65195, -0.59745], [1.49254, 1.60759, -2.53212], [-0.59466, -0.09116, -2.64910], [-1.65395, -2.29376, -0.33070], [-0.46145, 2.89744, -0.25168], [-1.62740, -1.36784, 1.32375], [-4.98144, 0.08037, -0.50364], [-3.30145, 0.94801, -0.40250], [0.12016, 0.16909, 2.58998], [1.49092, 0.62137, 2.88185], [2.35470, -0.30850, 2.24754], [1.61302, 1.88501, 2.20857], [1.71296, 0.74677, 4.22869]],
  "atomic_forces_ev_per_a": [[0.9599, -0.2133, -0.7805], [0.5537, -0.5253, 0.1815], [0.2647, -0.5355, -0.9009], [-0.0519, -0.7716, -1.4349], [0.9795, -0.8484, -1.0412], [-1.9844, 2.2979, 2.9769], [-2.1567, 0.5341, -0.1630], [2.2203, 1.3195, -0.0478], [0.1526, -1.7535, 0.3214], [-1.3737, 0.1230, 0.5974], [-0.1603, 0.4311, 0.0149], [0.1289, 0.3818, 0.2948], [-0.0590, -0.0244, -0.2187], [-0.0354, 0.0840, 0.3938], [0.1347, 0.1239, 0.1334], [0.1036, 0.1274, 0.1679], [0.6148, -0.2787, -0.3114], [-0.1458, -0.5775, 0.0928], [-0.2393, 0.3058, 0.3252], [-0.1328, 0.0896, -0.4958], [0.6683, 0.0608, -0.2413], [-0.3753, 0.7168, -1.1375], [-0.2030, 0.2216, 0.4035], [0.1854, -1.0679, 0.7511], [-0.0486, -0.2213, 0.1181]]
}


Entry 5:
{
  "formula": "C8H10BN",
  "method": "the ωB97M-V functional and the def2-TZVPD basis",
  "spin_multiplicity": 3,
  "lumo_ev": [0.672, -0.544],
  "total_charge": 0,
  "relative_energy_kcal_mol": 0.0,
  "e_tot_ev": -10619.635,
  "e_homo_ev": [-5.7004, -8.2973],
  "homo_lumo_gap_ev": [6.37, 7.75],
  "species": ["B", "C", "C", "C", "C", "C", "C", "C", "C", "N", "H", "H", "H", "H", "H", "H", "H", "H", "H", "H"],
  "positions_angstrom": [[0.30866, 0.05525, 0.21352], [-1.68570, -1.63859, 0.28195], [-1.98150, -0.42962, -0.30172], [-1.23340, 2.00640, -0.63271], [-0.10410, 2.80860, -0.75450], [-0.47138, -1.93327, 0.83730], [-1.00312, 0.65893, -0.27334], [1.14547, 2.36634, -0.82452], [1.97281, -1.70864, 0.76066], [0.63213, -1.23282, 0.63447], [-2.43196, -2.40600, 0.33036], [-2.92275, -0.29582, -0.77868], [-2.14814, 2.36586, -1.00343], [-0.16442, 3.87576, -0.72894], [-0.06758, -2.97515, 1.23273], [2.02005, 2.94718, -0.85831], [1.32782, 1.23616, -0.50868], [2.36355, -1.73660, -0.25455], [2.59630, -1.20822, 1.43821], [1.84725, -2.75575, 1.19019]],
  "atomic_forces_ev_per_a": [[1.1272, 1.9298, -0.8329], [-0.3059, -0.8773, 0.7766], [1.7437, 2.6359, -0.1599], [0.8001, -1.9491, 0.1564], [0.9144, 1.7189, 0.0230], [1.5972, -5.1121, 0.5469], [-1.7774, -2.8837, 0.7181], [0.7603, -2.4050, 0.9646], [-1.0449, -3.1836, -0.1440], [-1.0427, 3.1958, 0.0313], [-0.2910, -0.2208, 0.0916], [-0.8031, 0.1112, -0.2434], [-1.2990, 0.2669, -0.0566], [-0.6773, 0.7394, -0.4873], [-2.1555, 1.6045, -0.5614], [0.8063, 1.0356, -0.2006], [-0.0845, 1.4171, -0.8305], [0.4925, -0.1852, 0.2466], [0.6283, 1.2302, 0.7332], [0.6116, 0.9315, -0.7719]]
}